[1]
The following is a DFT calculation (ωB97M-V with the def2-TZVPD basis set) of an isolated molecule of C19H22BNO4 in a non-equilibrium geometry.

Properties
- HOMO-LUMO gap: 8.7 eV
- Multiplicity: 1
- DFT total energy: -1117.910911 Ha
- Highest occupied orbital energy: -8.2503 eV

Structure (XYZ):
```
47
Properties=species:S:1:pos:R:3:forces:R:3
O -1.725608 -1.792436 -0.185105 -1.0665 -0.6337 0.4541
O -3.146225 2.629227 -0.167349 -0.7861 -0.5640 -0.7324
O -3.803740 0.330791 -0.559238 1.3291 0.0860 0.0667
O 1.993477 2.039770 3.339378 0.2458 -0.9887 -1.0087
B -2.947179 1.260600 -0.013461 -0.1358 1.1327 0.3091
C -0.886523 -1.031255 -0.611329 1.3643 1.5284 -0.4811
C -1.664193 -1.317164 -5.639735 -1.2591 -0.2785 0.5865
C -2.402822 -1.788121 -4.555287 0.9069 0.0904 0.0317
C -0.441445 -0.752411 -5.423032 0.1352 0.2926 -0.0170
C 1.973194 -1.726243 1.662068 0.0041 -1.0908 -0.4198
C 3.198299 -1.143050 1.935836 -0.1577 0.2918 0.2254
C -1.828079 -1.771659 -3.292303 -0.9213 -0.7900 0.1592
C 0.102603 -0.771536 -4.161132 1.0914 0.0114 0.4830
C 0.772872 -1.099964 1.952722 0.5341 0.7132 0.3698
C 2.069008 0.767736 2.773563 -0.3841 -0.5072 -0.3034
C 3.276556 0.116128 2.501091 -0.4655 1.3248 0.6169
C -0.549330 -1.322159 -3.068831 -0.1074 0.4275 -0.8840
C 0.819208 0.168156 2.498834 1.2991 1.3079 0.7766
N -0.740542 0.240226 -0.128699 0.7764 -0.6349 -1.1331
C 4.551269 0.835288 2.849873 0.2378 -0.5393 0.3218
C 0.068445 -1.436678 -1.720872 0.5764 0.1134 0.7047
C 0.623368 2.260674 3.655456 -0.5106 -1.0491 0.7196
C -1.015621 1.806828 1.738721 0.5576 0.4170 -0.0015
C -0.224592 1.174848 2.920906 -0.5260 0.3610 -0.2267
C -1.651190 0.778781 0.852577 -2.4271 0.0411 -0.4957
H -3.875176 2.865656 -0.794198 0.8473 -0.4593 0.8390
H -3.270204 -0.494593 -0.530239 -0.8349 -0.1066 0.0335
H -2.092761 -1.384485 -6.611205 -0.1985 0.1401 -0.6896
H -3.380349 -2.201569 -4.688522 -0.3912 -0.1531 -0.0925
H 0.062491 -0.238920 -6.216304 0.4036 -0.0812 -0.3653
H 1.948985 -2.726378 1.214972 0.0235 0.3431 0.2077
H 4.125587 -1.657945 1.772318 0.2088 -0.3453 -0.2586
H -2.346465 -2.218404 -2.455716 -0.2736 0.0410 0.0000
H 1.121811 -0.431296 -4.052943 0.1270 0.2960 0.1790
H -0.161986 -1.559778 1.744850 -0.5595 -0.4586 -0.0736
H -0.121123 0.905090 -0.614450 -0.4810 -0.7644 0.4490
H 5.205572 0.201917 3.467823 -0.1261 0.0958 -0.2409
H 4.333941 1.729290 3.434221 0.0702 0.0021 -0.2178
H 5.094940 1.093556 1.944828 0.1363 0.1812 -0.0269
H 0.995163 -0.859078 -1.655848 -0.0940 0.0292 -0.0587
H 0.338236 -2.473883 -1.522281 -0.0256 -0.0941 0.0262
H 0.305922 3.257865 3.395742 0.1478 0.3890 -0.2714
H 0.568388 2.160603 4.743705 -0.3263 -0.0157 -0.0102
H -1.801070 2.444003 2.161172 0.1379 -0.0110 -0.0909
H -0.399220 2.479355 1.070214 -0.2657 -0.5530 0.9373
H -0.963625 0.698902 3.603328 0.3737 0.4009 -0.3492
H -2.110268 -0.046289 1.433882 0.7895 0.0608 -0.0481
```
Positions in Å, forces in eV/Å.

***

[2]
The following is a DFT calculation (ωB97M-V with the def2-TZVPD basis set) of a structure of composition C4H30F12Li2N2O23S4 in a non-equilibrium geometry.

Properties
- HOMO-LUMO gap: 8.0 eV
- Multiplicity: 1
- DFT total energy: -4816.774878 Ha
- Highest occupied orbital energy: -9.1943 eV

Structure (XYZ):
```
77
Properties=species:S:1:pos:R:3:forces:R:3
Li 2.326326 -0.100818 1.927811 0.2476 -0.1311 -0.1510
Li -1.626479 -2.083472 -2.831632 -0.0901 0.2870 0.6336
C -1.641198 -7.326346 -1.304359 -0.0857 0.4150 -0.1834
F -2.498831 -8.167820 -0.731596 0.1585 0.0619 -0.2051
F -0.442109 -7.476650 -0.751206 -0.2312 -0.0612 -0.1096
F -1.561411 -7.593515 -2.614354 0.0774 -0.1241 0.2916
S -2.270498 -5.572594 -1.082829 0.1754 0.8679 -0.8698
O -3.083349 -5.229262 -2.218435 0.1613 -0.5182 -0.0888
O -2.901592 -5.574904 0.203758 0.5882 0.1096 -0.1395
N -0.868410 -4.692005 -1.267860 -1.6265 -1.1412 -0.5209
S -0.438169 -4.083652 0.081480 1.1701 -0.0647 2.9697
O -1.241916 -2.966585 0.516599 0.7725 0.0742 0.1071
O -0.084317 -5.030612 1.122036 -0.1256 0.5419 -0.6386
C 1.276507 -3.455656 -0.369721 -0.4657 0.1614 -0.1109
F 1.715036 -2.590478 0.575835 -0.0461 -0.1204 0.1860
F 2.126281 -4.475259 -0.406110 0.0778 0.0614 -0.0809
F 1.346497 -2.802684 -1.531489 0.0014 -0.1639 -0.2666
C -1.186178 1.876716 2.878941 -0.1695 -1.2103 -0.2702
F -0.004773 2.436261 3.135163 0.0296 0.1451 -0.0880
F -1.814807 1.697003 4.029332 -0.1730 0.1547 -0.0705
F -1.897502 2.627145 2.063003 0.1444 0.4534 0.2714
S -0.985367 0.180968 2.053107 0.9384 -0.7115 1.0434
O -0.850795 -0.756629 3.125866 0.8271 0.5072 0.0435
O -2.093471 -0.003972 1.181086 0.1129 0.5302 -0.3875
N 0.530119 0.380577 1.259451 -2.0188 0.1796 0.9602
S 0.144081 0.550602 -0.262031 -0.4093 -0.5316 -2.6898
O -0.206885 -0.699327 -0.879984 0.0986 0.4581 0.0455
O -0.672006 1.701638 -0.591480 0.6384 -0.0948 0.3850
C 1.784112 0.932983 -1.058364 -0.1382 0.6494 1.2293
F 2.188592 2.155801 -0.671689 -0.0263 0.0036 -0.0913
F 2.710391 0.058819 -0.640354 -0.0404 -0.1975 -0.1583
F 1.709936 0.915309 -2.369335 -0.1160 -0.1950 -0.2452
O -0.171175 4.333641 -2.960126 0.2782 0.0480 -0.1082
H -0.822322 5.035377 -2.872981 -0.0800 0.0001 0.0491
H 0.676601 4.753048 -2.729352 -0.2857 -0.0154 0.1214
O -0.939148 -0.480424 -3.727419 -0.3159 -0.4269 0.0186
H -1.230218 0.451701 -3.749988 0.1472 -0.2166 -0.1351
H -0.162676 -0.517924 -4.301267 0.1229 0.1270 -0.1177
O 1.736562 4.077748 1.872884 0.0937 -0.0844 -0.1736
H 0.914143 3.694510 1.547964 -0.0691 -0.0070 0.0510
H 1.871999 4.871181 1.345000 0.0830 0.0463 0.0637
O -1.096302 -3.529082 4.798166 0.0287 0.1543 0.1276
H -1.062209 -2.852413 4.111918 -0.1020 -0.0324 -0.0984
H -0.177553 -3.759367 4.956860 0.0107 -0.0800 -0.0528
O 1.464225 -0.272951 -5.443253 -0.0685 0.0096 0.0538
H 1.770455 0.631919 -5.331507 0.0230 0.0282 0.0367
H 1.534070 -0.450476 -6.386124 -0.0180 -0.0549 -0.0184
O 2.143846 5.757070 -1.819168 -0.0851 -0.4911 -0.0239
H 2.658002 5.931929 -2.613522 0.1655 0.1246 0.0223
H 2.512540 4.933966 -1.464100 0.0392 0.1944 -0.0494
O -2.816031 -2.054234 -1.297596 -0.2421 0.5218 -0.6129
H -2.381627 -1.841057 -0.455483 0.1355 -0.2078 -0.0423
H -3.685588 -2.388326 -1.063878 -0.0039 -0.1524 -0.0734
O 5.125127 1.716620 -0.760129 0.1134 -0.0098 0.0523
H 5.038804 1.233448 -1.588075 0.0471 -0.0051 0.0278
H 4.877038 1.074115 -0.084051 -0.0559 -0.0009 -0.1111
O 4.396350 -0.721824 1.349913 -0.1801 0.0707 0.2717
H 4.665863 -1.624282 1.141464 -0.1115 -0.0523 -0.0911
H 5.074813 -0.391949 1.948842 0.0540 -0.0374 0.0030
O -5.048876 1.599396 1.239637 0.0641 -0.0533 0.0845
H -4.286664 2.019097 0.813283 -0.0487 0.0891 0.0021
H -5.758666 1.651132 0.595356 -0.0288 -0.0105 0.0090
O 2.352684 4.301287 4.663692 0.0475 -0.2009 -0.0404
H 2.270241 4.163191 3.708496 -0.1259 0.2789 0.0782
H 3.174767 3.883824 4.932993 0.0426 0.0938 0.0567
O -1.153589 2.189524 -4.515665 0.0984 0.0209 0.2256
H -0.861439 2.335824 -5.418293 -0.0480 0.0287 -0.0367
H -0.716351 2.872932 -3.973014 -0.0927 0.0409 -0.0539
O -3.132403 3.277489 -0.208593 0.0270 0.0688 -0.1337
H -3.579464 3.138405 -1.048799 0.0410 0.0270 -0.0698
H -2.250224 2.898364 -0.335032 -0.0660 -0.1525 -0.0257
O 3.075655 1.454536 2.765430 0.0927 -0.0551 0.1048
H 3.797800 1.520416 3.395946 -0.0324 0.0099 0.0688
H 2.621573 2.308796 2.797183 -0.1177 0.0095 -0.2395
O -4.281128 -0.849656 4.359282 -0.0444 0.0191 0.0977
H -3.773554 -0.093184 4.053447 -0.0453 0.0252 -0.0941
H -3.853766 -1.114923 5.179017 0.0552 -0.0861 -0.0243
```
Positions in Å, forces in eV/Å.

***

[3]
The following is a DFT calculation (ωB97M-V with the def2-TZVPD basis set) of an isolated molecule of C5H8N2.

Properties
- HOMO-LUMO gap (alpha / beta): 8.6 / 8.6 eV
- Multiplicity: 1
- DFT total energy: -304.695742 Ha
- Highest occupied orbital energy (alpha / beta): -8.0715 / -8.0707 eV

Structure (XYZ):
```
15
Properties=species:S:1:pos:R:3:forces:R:3
C -1.144753 -1.328662 0.086084 -0.1922 -0.0181 -0.1532
N -0.053829 -1.147712 1.031044 0.2885 0.0049 -0.1083
C 1.191493 -1.152396 0.626612 -0.0706 0.0720 0.0903
C 1.692147 -0.276050 -0.364400 -0.0750 0.0596 0.0610
C 0.951351 0.880063 -0.482945 -0.0112 -0.0527 0.1120
C -0.124318 1.103216 0.393882 -0.0632 0.0647 -0.2675
N -1.260498 1.648608 0.011187 0.0439 -0.0174 0.0918
H -0.915436 -1.062591 -0.957732 0.0202 -0.0176 0.1541
H -1.398526 -2.395316 0.118740 -0.0325 0.1347 -0.0355
H -2.034594 -0.776761 0.402596 0.1733 -0.0990 -0.0094
H 1.915857 -1.680187 1.257198 -0.0659 0.0861 -0.0789
H 2.676593 -0.388662 -0.810468 -0.1857 0.0073 0.0623
H 1.281223 1.706975 -1.112945 -0.0528 -0.1060 0.0514
H -1.930569 1.947634 0.706084 0.1254 -0.0488 -0.0899
H -1.557191 1.760720 -0.954746 0.0978 -0.0697 0.1197
```
Positions in Å, forces in eV/Å.